# 1
Here is a 3-piece molecular cluster, C27H54BrClFN6O2S2 overall from the Open Molecules 2025 dataset. Energies are from ωB97M-V with the def2-TZVPD basis set.

```
94
C27H54BrClFN6O2S2, DFT ωB97M-V with the def2-TZVPD basis set
C 0.68797 0.72855 5.65689
C 0.47068 -0.55261 5.28707
C -0.41293 -0.91902 4.13378
N -0.24302 -2.35654 3.72457
C -0.14312 -2.39339 2.33132
N 0.93502 -2.88986 1.79094
Br 1.04328 -3.03535 -0.05489
C 2.11600 -3.36559 2.52245
C 3.38118 -2.58150 2.18677
C 4.56902 -3.14156 3.01213
C 5.37150 -2.07350 3.73979
S 4.41517 -1.23415 4.99613
O 3.22806 -1.99872 5.24307
O 5.25219 -0.93274 6.10570
Cl 3.95445 0.53258 4.09724
N -1.23156 -1.96084 1.63131
C -2.30494 -2.96810 1.77080
N -3.44807 -2.61589 0.96447
C -3.71734 -3.31268 0.00236
S -4.02022 -4.18423 -1.24002
C -2.64371 -3.04768 3.25594
F -3.58017 -4.02807 3.43343
C -1.38297 -3.25844 4.14061
C -0.90935 -4.70717 3.97170
C -1.70373 -3.00851 5.62257
C -2.61253 -4.03904 6.29536
H 1.07304 1.48076 4.97383
H 0.53587 1.00171 6.69642
H 0.97104 -1.36741 5.80811
H -1.44967 -0.66457 4.33582
H -0.11804 -0.29746 3.27347
H 2.28713 -4.40551 2.23588
H 1.94789 -3.31180 3.59402
H 3.63227 -2.68110 1.13022
H 3.23008 -1.51777 2.37729
H 4.17961 -3.87422 3.71811
H 5.25093 -3.65438 2.33441
H 5.86026 -1.35540 3.08495
H 6.16214 -2.55590 4.31901
H -1.06017 -1.67084 0.67473
H -1.93107 -3.95825 1.47457
H -3.09634 -2.08739 3.52678
H -1.71901 -5.39975 4.18685
H -0.10631 -4.92312 4.67632
H -0.57943 -4.92874 2.95350
H -2.21579 -2.04736 5.71268
H -0.76932 -2.93960 6.18012
H -2.23175 -5.05668 6.25257
H -3.63382 -3.99743 5.92290
H -2.67102 -3.77580 7.35263
C 1.52589 0.70788 -0.08803
C 2.62066 0.96424 -1.11235
N 2.17852 0.71950 -2.47127
C 3.26978 0.67994 -3.43408
C 4.07736 1.96115 -3.66519
C 0.99062 1.45045 -2.88782
C 1.02115 2.98131 -2.81354
H 1.12965 -0.29980 -0.22918
H 1.93473 0.78961 0.92265
H 0.70588 1.42213 -0.16297
H 3.45142 0.28110 -0.90914
H 3.01360 1.98141 -0.96149
H 2.86932 0.33294 -4.38974
H 3.96093 -0.10463 -3.10844
H 3.52501 2.69250 -4.25278
H 4.98350 1.72238 -4.22413
H 4.38507 2.42925 -2.72949
H 0.14812 1.10030 -2.28416
H 0.74236 1.14238 -3.90608
H 1.44531 3.34544 -1.87646
H 0.00247 3.36912 -2.87935
H 1.58298 3.41823 -3.63690
C -1.92697 6.00570 -4.64886
C -3.09529 5.59443 -5.53247
N -2.74197 4.58178 -6.51151
C -3.75579 4.38871 -7.53442
C -5.12455 3.84465 -7.10733
C -2.14182 3.37581 -5.97559
C -2.94274 2.57383 -4.93794
H -1.07701 6.32451 -5.25356
H -2.22370 6.83989 -4.01213
H -1.60147 5.19656 -3.99294
H -3.43777 6.47561 -6.08051
H -3.93330 5.28562 -4.88701
H -3.34083 3.73936 -8.31002
H -3.91171 5.35612 -8.02103
H -5.08984 2.77980 -6.87959
H -5.83676 3.97227 -7.92442
H -5.52400 4.37237 -6.24068
H -1.18019 3.64458 -5.52865
H -1.88116 2.71754 -6.80824
H -3.39526 3.21227 -4.17782
H -2.27713 1.87625 -4.42220
H -3.72848 1.98142 -5.40376
```

Computed properties:
- Charge: +1
- E_HOMO: -0.346 hartree
- Orbital gap: 5.564 eV
- Maximum force: 2.2 eV Å⁻¹


# 2
Here is a 3-piece molecular cluster, C27H54FIN3O8P2 overall from the Open Molecules 2025 dataset. Energies are from ωB97M-V with the def2-TZVPD basis set.

```
96
C27H54FIN3O8P2, DFT ωB97M-V with the def2-TZVPD basis set
C -5.59132 -1.34546 -1.34572
C -4.27184 -1.60687 -2.05816
N -3.69394 -0.73548 -2.76165
C -3.73381 -3.00525 -1.85282
C -2.28546 -3.37025 -2.18581
C -1.85363 -4.64315 -1.41956
C -1.93342 -4.65975 0.11462
C -0.61989 -4.28226 0.80872
C -0.48664 -2.87421 1.33717
O 0.45743 -2.48619 1.99016
O -1.53917 -2.07954 1.06252
O -1.40815 -2.34403 -1.83705
P -0.11655 -2.10815 -2.94206
F 0.86199 -3.20614 -2.09798
P 1.60469 -1.46115 -4.28450
O 3.00310 -2.16271 -3.70315
I 1.46038 -2.75580 -6.39383
O -0.68891 -3.46733 -3.86906
C -2.01760 -3.69243 -3.68841
O -2.77067 -2.90437 -4.60379
H -5.90175 -2.17889 -0.71751
H -6.37970 -1.15777 -2.07625
H -5.50077 -0.46168 -0.71471
H -4.23334 0.13323 -2.75387
H -3.91667 -3.22991 -0.80038
H -4.40322 -3.68857 -2.39775
H -2.37588 -5.51801 -1.81963
H -0.80619 -4.74536 -1.70727
H -2.71510 -4.00420 0.49920
H -2.20815 -5.66761 0.42800
H -0.42852 -4.90706 1.68331
H 0.22325 -4.42503 0.13071
H -1.29879 -1.18719 1.34626
H -0.84572 -1.17614 -3.74176
H 0.39644 -1.05837 -2.10617
H 3.52245 -1.46006 -3.30010
H -2.23499 -4.75159 -3.89013
H -3.68537 -3.19582 -4.56918
C 5.85931 3.40820 -5.24491
C 4.38062 3.00825 -5.17435
C 3.46619 4.14120 -5.65978
C 3.38681 5.31549 -4.68802
C 2.97927 4.85248 -3.29188
C 3.88113 3.74288 -2.73382
N 3.95538 2.66001 -3.77274
O 2.98238 1.83539 -3.72973
C 5.26342 4.28092 -2.36368
C 3.26009 3.13726 -1.47923
C 4.17975 1.76315 -6.03457
H 6.23161 3.18373 -6.24481
H 6.02980 4.46820 -5.06649
H 6.45243 2.83679 -4.53102
H 2.46461 3.72628 -5.80363
H 3.82369 4.47273 -6.63935
H 4.33949 5.85257 -4.65116
H 2.64927 6.03254 -5.05535
H 2.98925 5.68998 -2.58783
H 1.95551 4.46930 -3.32607
H 5.94044 3.46013 -2.12320
H 5.15931 4.90653 -1.47587
H 5.71960 4.88830 -3.13949
H 2.24622 2.79378 -1.65970
H 3.24977 3.89679 -0.69438
H 3.84658 2.28548 -1.13325
H 4.78378 0.93525 -5.66034
H 4.49747 1.99419 -7.05367
H 3.14410 1.43711 -6.04341
C -2.09412 0.90980 8.25991
C -2.48227 1.08849 6.78671
C -3.56547 0.08507 6.36616
C -3.05238 -1.34761 6.25539
C -1.84382 -1.43200 5.32824
C -0.70789 -0.47487 5.71857
N -1.30746 0.89642 5.86760
O -1.37351 1.56705 4.78311
C -0.00843 -0.93472 6.99859
C 0.33064 -0.42862 4.60729
C -2.98813 2.51561 6.60096
H -2.77823 1.49635 8.87393
H -2.15938 -0.12136 8.59934
H -1.08279 1.27137 8.44433
H -3.96019 0.39946 5.39547
H -4.38730 0.14835 7.08602
H -2.80699 -1.74659 7.24408
H -3.84968 -1.98191 5.86270
H -1.44015 -2.44762 5.30637
H -2.15494 -1.19275 4.30723
H 0.68607 -0.17060 7.35056
H 0.56604 -1.83089 6.76245
H -0.68670 -1.18593 7.80853
H -0.10908 -0.19442 3.64413
H 0.79820 -1.40977 4.52370
H 1.10307 0.31291 4.81607
H -2.20479 3.23559 6.84178
H -3.82922 2.67334 7.27917
H -3.31295 2.69548 5.58101
```

Computed properties:
- Charge: -1
- Energy above the lowest of the compared OMol25 structures with the same formula, charge and spin: 0.00 kJ/mol
- E_HOMO (alpha / beta): -0.145 / -0.145 hartree
- 2S+1: 3
- Orbital gap (alpha / beta): 6.079 / 6.065 eV
- Maximum force: 0.4 eV Å⁻¹


- Among the records above, which one has the highest charge?
  C27H54BrClFN6O2S2


- What is the charge in the first record?
  +1